The following is a DFT calculation (ωB97M-V/def2-TZVPD) of a molecular structure, C37H58BrLuN12OS4Sb at a distorted geometry.

Its HOMO-LUMO gap (alpha / beta) is 3.68 / 5.91 eV. As for the LUMO energy (alpha / beta): 1.75 / 1.73 eV. Its net charge is -1.

```
115
C37H58BrLuN12OS4Sb ωB97M-V/def2-TZVPD
Lu -1.074 1.598 -2.695
C -1.618 -5.169 5.003
N -0.810 -4.172 4.175
C 0.604 -4.296 4.395
C -1.354 -3.266 3.297
N -0.573 -2.853 2.264
C -0.417 -1.535 1.527
C -0.707 -0.397 2.523
N -0.403 0.893 2.022
C -0.824 1.488 0.799
C -2.217 1.146 0.405
N -2.380 0.718 -1.018
C -3.642 0.286 -1.236
N -4.719 1.093 -0.994
C -6.077 0.713 -1.106
C -4.458 2.517 -1.020
N -3.858 -0.776 -2.079
C -2.809 -1.816 -2.222
C -4.857 -0.828 -3.184
C 0.655 1.503 2.757
C 2.033 1.000 2.462
N 2.882 0.832 3.375
C 4.031 0.133 3.487
N 4.587 -0.433 2.359
C 3.772 -1.178 1.360
C 5.987 -0.387 2.111
N 4.577 0.063 4.757
C 5.500 -1.014 5.179
C 4.106 0.933 5.832
N -2.680 -2.872 3.420
C -3.511 -2.639 2.238
C -3.341 -2.716 4.695
H -2.617 -5.072 4.688
H -1.457 -4.991 6.035
H -1.363 -6.188 4.706
H 1.026 -3.573 3.747
H 0.939 -5.302 4.055
H 0.895 -3.985 5.427
H -0.920 -1.675 0.536
H 0.635 -1.528 1.190
H -0.021 -0.469 3.365
H -1.833 -0.517 2.865
H -0.100 1.107 0.044
H -0.623 2.576 0.938
H -2.953 1.920 0.627
H -2.625 0.236 0.971
H -6.230 -0.342 -0.998
H -6.521 1.062 -2.063
H -6.561 1.291 -0.316
H -4.889 3.079 -1.891
H -3.362 2.871 -0.910
H -4.931 2.927 -0.148
H -3.311 -2.795 -2.329
H -2.081 -1.716 -1.417
H -2.234 -1.695 -3.157
H -5.582 -1.650 -2.995
H -4.315 -1.004 -4.117
H -5.444 0.105 -3.198
H 0.432 1.350 3.839
H 0.600 2.605 2.537
H 0.339 -3.329 2.239
H 2.191 0.805 1.450
H 3.658 -0.507 0.528
H 2.842 -1.467 1.897
H 4.295 -2.137 0.955
H 6.544 -0.183 3.029
H 6.225 0.395 1.395
H 6.426 -1.265 1.562
H 5.358 -0.965 6.274
H 6.565 -0.849 4.949
H 5.257 -2.000 4.626
H 3.917 1.907 5.381
H 4.758 0.919 6.697
H 3.099 0.708 6.295
H -2.975 -2.612 1.349
H -3.969 -1.696 2.440
H -4.303 -3.514 2.155
H -3.766 -1.708 4.720
H -2.559 -2.683 5.473
H -4.086 -3.457 4.952
Br 3.607 -3.269 -6.301
C 2.763 -2.101 -5.038
C 2.834 -2.432 -3.684
C 1.948 -1.782 -2.818
C 1.057 -0.793 -3.304
O 0.153 -0.295 -2.505
C 1.015 -0.474 -4.737
C 0.024 0.578 -5.179
N 0.217 1.812 -4.373
C 1.217 2.731 -4.421
C 2.037 2.927 -5.555
C 2.864 4.055 -5.650
C 3.086 4.853 -4.536
C 2.306 4.739 -3.404
C 2.271 5.660 -2.301
C 1.257 5.635 -1.392
C 0.368 4.552 -1.370
N 0.387 3.667 -2.403
C 1.304 3.706 -3.349
C 1.927 -1.077 -5.570
H 3.563 -3.119 -3.220
H 2.036 -2.000 -1.752
H 0.143 0.796 -6.255
H 1.934 2.301 -6.445
H 3.254 4.371 -6.636
H 3.864 5.659 -4.567
H 3.035 6.465 -2.197
H 1.127 6.404 -0.629
H -0.435 4.521 -0.631
H 2.098 -0.833 -6.648
S -1.684 2.259 -7.725
Sb -2.900 1.984 -5.770
S -2.578 3.460 -3.876
S -1.776 -0.081 -4.941
S -5.098 1.563 -6.101
```

Here are the Löwdin charges for atoms 1 to 99, given in e: 1.351 -0.031 -0.174 -0.096 -0.397 0.013 -0.124 -0.174 -0.212 -0.192 -0.205 -0.120 -0.367 -0.139 -0.075 -0.101 -0.103 -0.071 -0.055 -0.197 -0.184 0.100 -0.331 -0.169 -0.048 -0.094 -0.163 -0.064 -0.085 -0.206 -0.063 -0.097 0.044 0.065 0.076 0.042 0.098 0.090 0.102 0.100 0.113 0.140 0.112 0.114 0.086 0.125 0.091 0.103 0.093 0.091 0.081 0.073 0.093 0.062 0.005 0.098 0.052 0.047 0.123 0.124 0.099 0.083 0.072 0.079 0.112 0.065 0.080 0.097 0.076 0.062 0.116 0.076 0.067 0.093 0.039 0.059 0.114 0.076 0.090 0.069 0.638 -0.694 -0.160 -0.036 -0.371 -0.287 -0.191 -0.598 -0.229 -0.224 -0.013 -0.084 -0.102 -0.167 -0.019 -0.090 -0.122 -0.003 -0.184

=====

The following is a DFT calculation (ωB97M-V/def2-TZVPD) of 2 unconnected molecules or ions with the total composition C9H14 at a distorted geometry.

Its HOMO-LUMO gap (alpha / beta) is 10.03 / 6.28 eV. Its spin multiplicity is 2. As for the LUMO energy (alpha / beta): -4.51 / -8.25 eV. Its net charge is +1. The expectation value of S² is 0.7685.

```
23
C9H14 ωB97M-V/def2-TZVPD
C -1.366 0.868 -1.103
C 1.510 3.223 -0.612
C 0.437 2.586 -1.134
C 2.305 2.554 0.372
C -0.106 1.396 -0.554
C 1.786 1.378 0.949
C 0.589 0.848 0.579
H 1.936 4.091 -1.096
H -0.151 3.092 -1.889
H 3.243 2.986 0.692
H 2.294 0.871 1.717
H -1.686 1.558 -1.878
H -2.106 0.755 -0.303
H 0.312 -0.050 1.111
H -1.333 -0.148 -1.505
C -1.096 -3.774 1.095
C -0.839 -2.708 0.024
H -2.129 -4.077 1.256
H -0.514 -4.667 0.872
H -0.795 -3.406 2.081
H 0.225 -2.675 -0.219
H -1.060 -1.696 0.366
H -1.455 -3.007 -0.821
```

Charges per atom according to natural (NBO) partitioning, unit e: -0.695 -0.171 -0.184 0.052 0.261 -0.196 -0.151 0.255 0.247 0.246 0.247 0.245 0.286 0.254 0.300 -0.609 -0.611 0.217 0.217 0.200 0.203 0.166 0.219

=====

These records have DFT total energy values of -212777.912, -9551.052 eV, in the order they appear.